21
Properties=species:S:1:pos:R:3:nbo_charge:R:1 method="wB97M-V/def2-TZVPD" orbital_gap_ev=10.63 smiles="CCC(N)=O.CC(N)=O" lumo_energy_ev=0.83 fmax_ha_per_bohr=0.0287 e_above_lowest_kj_mol=15.4 homo_energy_ev=-9.8 e_tot_ha=-457.7431 total_charge=0
C -0.68387 1.36950 -0.70435 -0.607
C -0.53349 0.53984 -1.96734 -0.492
C -1.61902 -0.54130 -1.98313 0.687
N -2.40436 -0.52354 -3.12889 -0.844
O -1.80638 -1.38464 -1.13800 -0.617
H -1.62546 1.92181 -0.70648 0.206
H 0.08240 2.12523 -0.52835 0.224
H -0.67872 0.71590 0.16786 0.223
H -0.67568 1.12369 -2.87436 0.194
H 0.41435 0.01282 -2.07481 0.231
H -3.07905 -1.27992 -3.22242 0.405
H -2.35910 0.25311 -3.75461 0.391
C 0.81036 -0.71575 3.06082 -0.719
C 1.81553 0.13839 2.37088 0.672
N 2.76706 -0.57341 1.68088 -0.831
O 1.80952 1.34557 2.30717 -0.608
H 0.44330 -0.30632 3.99971 0.240
H 1.18986 -1.70051 3.31870 0.214
H -0.07122 -0.75944 2.42089 0.250
H 3.39766 -0.18190 1.01709 0.399
H 2.80632 -1.57911 1.73874 0.383